A structure of composition C32H55N3O4PrSSi3 at a distorted geometry. Source: the OMol25 dataset; level of theory: ωB97M-V/def2-TZVPD.

Structure (XYZ):
```
99
Properties=species:S:1:pos:R:3:forces:R:3
Pr -17.529 1.111 5.548 -0.6 -0.3 0.0
C -16.023 3.920 6.886 0.8 -1.2 0.4
O -15.589 2.799 6.055 0.5 1.2 -0.4
C -14.161 2.818 5.792 -0.8 0.4 0.1
C -13.819 2.076 4.543 0.0 0.2 0.1
O -14.215 0.733 4.643 0.9 -0.3 -0.7
C -13.163 -0.127 4.146 -0.1 -0.2 -0.1
C -12.202 -0.563 5.272 -0.8 -1.2 0.5
O -12.917 -1.678 5.875 1.1 0.6 -0.5
C -12.209 -2.892 6.090 0.1 0.8 1.1
H -15.611 4.909 6.601 -0.1 -0.7 -0.2
H -15.677 3.654 7.890 -0.2 0.4 0.1
H -17.109 3.929 6.855 0.0 0.0 0.0
H -13.608 2.343 6.611 -0.2 0.4 0.2
H -13.891 3.870 5.615 0.2 -0.2 0.4
H -12.739 2.147 4.441 0.3 0.1 0.1
H -14.220 2.577 3.661 -0.4 -0.1 -0.2
H -12.602 0.320 3.311 -0.3 0.3 0.2
H -13.692 -1.004 3.737 0.4 0.1 0.3
H -12.131 0.208 6.075 0.2 -0.2 -0.7
H -11.158 -0.879 4.937 -1.4 0.4 0.2
H -12.332 -3.059 7.171 0.1 -0.6 -0.3
H -12.703 -3.667 5.512 0.2 -0.3 -0.1
H -11.108 -2.840 5.913 -0.8 0.1 -0.3
C -20.115 -3.775 6.927 0.3 -1.2 -0.7
Si -19.716 -1.911 6.955 -0.5 0.3 -0.8
C -21.334 -1.106 7.545 -1.2 0.6 0.5
C -18.714 -1.855 8.505 0.4 2.1 1.1
C -19.080 -1.184 5.355 0.9 0.1 -0.5
Si -20.449 -0.933 4.089 0.6 -0.6 -0.2
C -21.530 0.573 4.425 -1.1 0.3 0.1
C -21.682 -2.364 4.106 0.0 -1.3 -0.2
C -19.932 -0.908 2.212 0.7 -0.8 0.1
Si -17.709 -2.224 4.606 -0.8 -0.9 1.1
C -16.469 -2.916 5.914 -1.6 -0.4 -0.4
C -18.408 -3.681 3.580 -0.3 -1.2 0.3
C -16.780 -1.229 3.270 -0.4 1.8 0.6
C -16.204 -1.875 2.205 0.7 -1.0 -1.5
C -15.901 -1.156 1.019 0.6 -1.1 0.7
C -16.091 0.199 1.006 -0.3 0.2 -1.1
C -16.579 0.806 2.126 -1.0 0.8 2.0
N -16.931 0.151 3.270 0.7 -1.1 -2.0
H -21.054 -3.921 7.465 -0.2 0.0 -0.1
H -19.392 -4.445 7.460 -0.3 0.8 -0.3
H -20.225 -4.237 5.904 0.1 0.5 1.0
H -21.634 -1.659 8.445 0.3 -0.1 0.1
H -22.270 -1.190 6.948 0.8 0.1 -0.1
H -21.288 -0.044 7.919 0.2 -0.8 -0.6
H -18.346 -0.844 8.903 -0.8 -1.3 -0.6
H -17.821 -2.417 8.419 0.9 -0.8 -0.1
H -19.352 -2.329 9.261 0.2 0.1 0.1
H -22.047 0.436 5.416 0.5 0.1 -0.9
H -22.323 0.565 3.629 0.5 0.0 0.6
H -21.102 1.588 4.406 0.1 -0.5 0.1
H -21.443 -3.272 4.726 0.0 1.0 -0.8
H -21.953 -2.711 3.073 0.2 0.3 0.9
H -22.569 -1.973 4.564 -0.9 0.2 0.2
H -19.260 -1.780 1.926 -0.3 1.3 0.5
H -19.513 0.049 1.882 0.2 -0.3 0.0
H -20.780 -1.115 1.559 -0.5 0.3 0.3
H -17.052 -3.467 6.720 0.8 0.9 -0.8
H -15.929 -2.047 6.276 0.4 -0.2 0.5
H -15.826 -3.662 5.444 0.3 0.2 0.0
H -19.493 -3.529 3.450 0.3 -0.3 0.4
H -18.219 -4.740 3.952 -0.3 1.4 0.1
H -18.083 -3.747 2.556 0.5 0.2 -0.5
H -16.073 -2.991 2.288 -0.1 1.4 -0.4
H -15.473 -1.590 0.109 -0.3 -0.3 0.5
H -15.991 0.743 0.060 0.2 0.0 0.6
H -16.806 1.883 2.136 0.3 -0.4 0.0
N -19.892 6.920 0.600 1.2 -1.9 1.9
C -19.461 6.137 1.366 -1.5 2.5 -2.4
C -19.039 5.167 2.306 1.9 0.5 1.1
C -19.469 3.864 2.184 -1.5 -0.5 -0.4
C -19.158 2.933 3.174 0.4 -0.5 -0.1
C -18.275 3.247 4.229 0.3 -0.3 -0.4
C -17.715 4.554 4.215 0.5 -0.3 1.4
C -18.078 5.533 3.325 -0.9 0.6 -1.1
H -20.176 3.613 1.355 0.7 0.2 0.7
H -19.579 1.897 3.047 0.5 1.1 0.2
H -16.983 4.786 5.047 -0.9 0.1 -1.5
H -17.685 6.587 3.368 -0.5 -1.3 -0.1
S -15.302 0.007 8.708 -0.1 0.1 -0.1
C -16.198 0.329 7.457 0.5 -0.1 0.5
C -20.907 4.146 9.436 -0.2 0.1 -0.7
N -20.274 3.581 8.225 -0.6 0.0 -1.0
C -20.915 3.844 6.892 -0.6 1.1 0.3
C -19.394 2.587 8.232 1.3 -1.7 -2.6
C -18.982 1.902 9.477 -0.9 -1.3 1.5
O -18.933 2.081 7.109 -1.8 1.7 3.0
H -21.070 3.370 10.190 -0.1 0.3 -0.1
H -21.849 4.593 9.106 -0.1 -0.5 0.2
H -20.365 5.007 9.831 0.4 -0.3 0.1
H -21.668 3.083 6.646 0.2 0.1 0.3
H -20.173 3.829 6.118 0.5 -0.1 -0.2
H -21.402 4.858 6.832 0.5 -1.0 0.5
H -19.095 2.539 10.380 0.5 -0.4 -0.6
H -18.005 1.363 9.398 -0.7 0.9 -0.1
H -19.760 1.053 9.634 1.1 1.2 -0.4
```
Forces are in eV/Å.

Results
HOMO (spin up / spin down)	-5.57 / -7.37	eV
expectation value of S²	3.7559
energy	-95270.940	eV
energy relative to the best compared isomer or geometry (same formula, charge and spin)	18.5	kJ/mol
2S+1	4
gap between HOMO and LUMO (spin up / spin down)	0.2095 / 0.2756	Ha